Entry 1:
A 2-piece molecular cluster, CClN3S overall at a distorted geometry, computed with the ωB97M-V functional and the def2-TZVPD basis.

XYZ file:
```
6
Properties=species:S:1:pos:R:3:forces:R:3
C -0.27504 1.35186 2.21706 -0.241 -0.363 -0.833
N -0.59621 0.88306 1.22895 -0.422 -0.471 -0.989
N -0.03992 -2.64706 -2.50111 -0.176 0.478 0.252
N -0.33651 -1.61814 -2.15256 1.374 -4.745 -1.816
S -0.71302 -0.25412 -1.70358 -1.186 4.161 1.417
Cl 0.18487 2.02454 3.56548 0.651 0.940 1.970
```
Positions in Å, forces in eV/Å.

* LUMO level: 0.40 eV
* HOMO energy: -0.34950 hartree
* electronic energy: -28862.7513 eV
* SMILES: N#[N+][S-].N#CCl
* energy above the lowest of the compared OMol25 structures with the same formula, charge and spin: 19.6 kcal/mol


Entry 2:
An isolated ion of composition CClO5S and charge -1 at a distorted geometry, computed with the ωB97M-V functional and the def2-TZVPD basis.

XYZ file:
```
8
Properties=species:S:1:pos:R:3:forces:R:3
C -1.37337 0.03560 0.17073 -2.133 -0.708 0.135
O 0.99656 -0.75610 1.00473 -0.153 0.422 -0.747
O -2.20340 -0.82297 0.08682 0.267 0.457 0.649
O -0.51256 0.32529 -0.72539 1.971 0.392 -0.655
O 1.44350 -1.04003 -1.44042 -0.595 2.106 2.576
O 1.90920 1.13231 -0.29411 -1.078 -0.947 -0.055
S 1.16578 -0.11920 -0.28844 1.821 -1.680 -2.210
Cl -1.42571 1.24510 1.48609 -0.100 -0.042 0.306
```
Positions in Å, forces in eV/Å.

* total charge: -1
* LUMO level: 3.50 eV
* HOMO energy: -0.22758 hartree
* electronic energy: -34634.5567 eV
* SMILES: O=C(Cl)OS(=O)(=O)[O-]
* energy above the lowest of the compared OMol25 structures with the same formula, charge and spin: 0.0 kcal/mol


Entry 3:
CCoF4NO2S2 as an isolated structure at a distorted geometry, computed with the ωB97M-V functional and the def2-TZVPD basis.

XYZ file:
```
11
Properties=species:S:1:pos:R:3:forces:R:3
Co -1.29546 -2.78795 -0.31182 -0.636 -1.730 0.617
F 2.78570 -0.67676 -0.20263 -2.089 1.816 1.582
N 0.76744 0.66357 -0.79930 -0.791 -0.448 -0.295
S 1.76609 0.48548 0.49713 3.859 1.018 -2.399
O 2.57200 1.71339 0.58566 -1.512 -2.254 0.429
S -0.73400 0.13102 -0.79417 0.107 1.061 1.140
O -0.75776 -1.39331 -1.15995 0.503 0.030 -0.829
C -1.52886 0.69881 -2.42191 -0.530 1.640 -2.643
F -2.83741 0.55305 -2.27608 0.738 -0.287 0.696
F -1.23862 1.96996 -2.63236 0.108 -0.805 0.701
F -1.13023 -0.02573 -3.45076 0.242 -0.042 1.000
```
Positions in Å, forces in eV/Å.

* ⟨S²⟩: 6.02
* total charge: +2
* LUMO level (alpha / beta): -11.79 / -13.11 eV
* HOMO energy (alpha / beta): -0.72134 / -0.71409 hartree
* electronic energy: -76763.1267 eV
* multiplicity: 5


Entry 4:
CCsLiO2 as an isolated structure at a distorted geometry, computed with the ωB97M-V functional and the def2-TZVPD basis.

XYZ file:
```
5
Properties=species:S:1:pos:R:3:forces:R:3
O -0.44529 1.19335 0.18937 0.396 0.580 1.582
C 0.19692 0.56400 1.13312 -1.350 -1.940 -4.353
O 0.39128 -0.69899 0.80678 0.434 0.550 1.423
Cs 2.14295 0.03282 -1.61042 -0.691 0.075 0.785
Li -2.28586 -1.09118 -0.51885 1.210 0.735 0.564
```
Positions in Å, forces in eV/Å.

* LUMO level (alpha / beta): -0.71 / -0.66 eV
* HOMO energy (alpha / beta): -0.17929 / -0.17563 hartree
* electronic energy: -5881.7670 eV
* energy above the lowest of the compared OMol25 structures with the same formula, charge and spin: 1.5 kcal/mol


Entry 5:
A 2-piece molecular cluster, CF2O3S overall at a distorted geometry, computed with the ωB97M-V functional and the def2-TZVPD basis.

XYZ file:
```
7
Properties=species:S:1:pos:R:3:forces:R:3
C -0.17110 -1.98217 0.68548 -0.047 -0.490 -0.075
O -0.30351 -3.11502 0.58340 -0.185 -1.532 -0.129
O 0.86721 1.88695 0.62078 2.289 -0.451 3.864
O -0.03899 -0.85314 0.78646 0.288 1.896 0.274
F -1.28572 1.23621 -0.44492 0.437 -0.656 -0.791
F 0.75708 0.81581 -1.62964 -0.771 -0.918 -0.138
S 0.17503 2.01135 -0.60156 -2.011 2.151 -3.004
```
Positions in Å, forces in eV/Å.

* ⟨S²⟩: 2.01
* LUMO level (alpha / beta): 0.57 / -4.89 eV
* HOMO energy (alpha / beta): -0.25284 / -0.48070 hartree
* electronic energy: -23444.6686 eV
* multiplicity: 3
* energy above the lowest of the compared OMol25 structures with the same formula, charge and spin: 20.1 kcal/mol


Entry 6:
CF3MgNNaO4S3 as an isolated structure at a distorted geometry, computed with the ωB97M-V functional and the def2-TZVPD basis.

XYZ file:
```
14
Properties=species:S:1:pos:R:3:forces:R:3
Mg 0.54314 -0.65169 1.49595 -0.043 -0.205 0.289
N -1.48193 -0.75574 1.55596 -0.407 0.783 -0.828
S -2.02498 0.29879 0.67168 1.342 0.074 -0.795
O -1.72717 0.37572 -0.78788 -0.298 -0.183 1.537
C -3.88500 0.32889 0.73209 1.067 0.041 -0.008
F -4.30256 0.35080 1.98562 -0.305 0.038 0.390
F -4.31221 -0.78316 0.14856 -0.271 -0.220 -0.113
F -4.37258 1.37438 0.08728 -0.311 0.311 -0.180
Na 0.84569 0.81760 -1.44432 -0.073 -0.696 -0.225
S 3.48485 -1.94400 -1.70052 -3.912 -0.471 0.348
O 1.77512 -2.26820 -1.53608 3.542 1.233 -0.182
S 0.01175 2.14503 1.35838 -0.755 -0.052 -1.519
O 0.47106 2.44835 -0.10147 -0.109 -0.007 1.395
O -1.76128 1.83766 1.21701 0.533 -0.647 -0.109
```
Positions in Å, forces in eV/Å.

* total charge: -1
* LUMO level (alpha / beta): 2.09 / 1.85 eV
* HOMO energy (alpha / beta): -0.11785 / -0.13770 hartree
* electronic energy: -61235.2895 eV
* energy above the lowest of the compared OMol25 structures with the same formula, charge and spin: 87.0 kcal/mol


Entry 7:
A 2-piece molecular cluster, CF3NO2 overall at a distorted geometry, computed with the ωB97M-V functional and the def2-TZVPD basis.

XYZ file:
```
7
Properties=species:S:1:pos:R:3:forces:R:3
C -1.54194 0.10694 0.02540 -0.148 -0.576 3.626
N 1.73563 -0.51319 -0.27009 -1.998 -2.834 0.451
O -2.65418 0.35244 -0.30236 0.124 0.182 -1.140
O -0.47550 -0.00118 -0.64871 -0.640 0.272 -0.843
F -1.36571 -0.11715 1.42478 0.496 0.213 -2.126
F 2.60134 -0.00560 -1.07017 1.282 1.570 -0.649
F 1.70035 0.17775 0.84114 0.884 1.173 0.681
```
Positions in Å, forces in eV/Å.

* LUMO level (alpha / beta): -1.19 / -4.36 eV
* HOMO energy (alpha / beta): -0.47183 / -0.40397 hartree
* electronic energy: -14767.6035 eV
* energy above the lowest of the compared OMol25 structures with the same formula, charge and spin: 87.4 kcal/mol


Entry 8:
CF3NO4S2Sn as an isolated structure at a distorted geometry, computed with the ωB97M-V functional and the def2-TZVPD basis.

XYZ file:
```
12
Properties=species:S:1:pos:R:3:forces:R:3
N -0.27388 -0.36807 1.51524 -0.250 1.146 -0.512
S -1.01203 0.95057 2.24024 -1.367 -1.063 3.562
O -2.06561 1.38274 1.15965 -1.299 -1.058 0.463
O -0.25807 2.24517 2.50934 0.390 -1.247 -2.318
S 0.53677 -0.43700 0.16272 -0.640 -4.946 2.364
O 0.20376 0.89183 -0.48441 4.151 -1.158 -1.263
O 1.40112 -1.54794 0.62633 1.472 1.909 -1.478
Sn -0.87078 2.33828 -0.01447 -1.554 6.916 -1.104
C 0.56996 -1.19870 -1.59143 -0.748 -1.139 -0.864
F 1.81984 -1.29668 -2.02231 0.372 0.166 0.591
F 0.02969 -2.40815 -1.55552 0.028 -0.473 0.464
F -0.08077 -0.55205 -2.54539 -0.555 0.946 0.095
```
Positions in Å, forces in eV/Å.

* LUMO level: -1.54 eV
* HOMO energy: -0.35671 hartree
* electronic energy: -46366.2002 eV